No. 1
A 2-piece molecular cluster, CH6N2O2S overall in a non-equilibrium geometry, computed with wB97M-V/def2-TZVPD.

Cartesian coordinates (Å):
1 C 0.30678 0.83760 -1.02197
2 N 0.16267 0.04822 -0.04829
3 N -0.08577 0.67771 -2.30858
4 O -1.03842 -0.69648 4.48116
5 O 0.88925 -0.74440 2.75578
6 S 0.46919 -0.07900 4.19057
7 H 0.79404 1.78525 -0.82465
8 H -0.97135 -1.54626 4.92860
9 H -0.30259 -0.82819 -0.28373
10 H 0.58114 -0.24665 1.97501
11 H -0.56568 -0.16112 -2.58815
12 H 0.04816 1.39828 -2.99292

The spin multiplicity is 1. The HOMO-LUMO gap is 9.0 eV. Its total energy is -699.84817 a.u. The structure (SMILES) is [H]/N=C\N.OSO. As for the HOMO energy: -8.2 eV. The value obtained for the energy relative to the best compared isomer or geometry (same formula, charge and spin) is 5.7 kJ/mol. The calculation puts the LUMO energy at 0.8 eV.

=====

No. 2
A 2-piece molecular cluster, C4H4F3I overall in a non-equilibrium geometry, computed with wB97M-V/def2-TZVPD.

Cartesian coordinates (Å):
1 C 1.95030 -0.14525 0.21334
2 C 1.05857 0.88501 0.31972
3 C -1.16890 -0.91358 -0.02732
4 C -1.78858 0.03174 -0.73764
5 F -1.17699 -1.17368 1.28064
6 F -0.41405 -1.85860 -0.61998
7 F -1.94561 -0.00663 -2.01557
8 I -2.87165 1.48139 0.44955
9 H 2.17565 -0.40527 -0.79296
10 H 2.43896 -0.56484 1.12954
11 H 1.09968 1.34097 1.33395
12 H 0.64261 1.32872 -0.53327

The spin multiplicity is 3. The HOMO-LUMO gap (alpha / beta) is 5.7 / 7.4 eV. Its total energy is -751.84131 a.u. As for the HOMO energy (alpha / beta): -5.8 / -9.5 eV. The value obtained for the energy relative to the best compared isomer or geometry (same formula, charge and spin) is 196.7 kJ/mol. The calculation puts the LUMO energy (alpha / beta) at 0.0 / -2.1 eV.

=====

No. 3
C15H18CoF6N6OS2 as an isolated structure, computed with wB97M-V/def2-TZVPD.

Cartesian coordinates (Å):
1 Co 0.34770 0.90845 0.41921
2 N 2.98925 -1.08946 3.04735
3 C 2.37273 -0.31448 2.13177
4 S 0.77284 0.29061 2.49630
5 N 2.99660 -0.06343 1.01249
6 N 2.22840 0.73747 0.21317
7 C 2.77042 1.32904 -0.78523
8 C 1.87963 2.20637 -1.54395
9 C 2.24068 2.93823 -2.65568
10 C 1.30763 3.82312 -3.18948
11 C 0.07656 3.96432 -2.58105
12 C -0.22612 3.17926 -1.47515
13 N 0.64386 2.30113 -0.99081
14 H 2.63613 -1.09479 3.98956
15 H 3.97942 -1.24040 2.92710
16 H 3.82825 1.21542 -0.98669
17 H 3.22912 2.83585 -3.08012
18 H 1.55823 4.41006 -4.06233
19 H -0.65731 4.66571 -2.94928
20 H -1.16731 3.24695 -0.95310
21 C -3.21373 0.06911 1.61464
22 C -2.69882 1.29659 0.85199
23 O -1.33291 1.35848 0.90792
24 C -3.19562 2.58270 1.55820
25 F -2.66223 3.68839 1.02132
26 F -2.84408 2.56508 2.84461
27 F -4.52351 2.70715 1.50065
28 C -3.27506 1.23922 -0.58780
29 F -2.66511 0.27939 -1.29420
30 F -4.58116 0.96811 -0.59326
31 F -3.10927 2.38557 -1.27122
32 H -2.80533 0.10130 2.62220
33 H -2.85077 -0.82431 1.10550
34 H -4.29942 0.02772 1.67065
35 C 1.10172 -3.51446 -2.17371
36 N 0.80296 -3.40388 -0.76306
37 C 0.87254 -4.57167 0.11755
38 C 0.47887 -4.00162 1.49330
39 N 0.12450 -2.62457 1.16225
40 C 0.36636 -2.33416 -0.11099
41 S 0.03792 -0.84435 -0.90638
42 H 0.34697 -4.12060 -2.67674
43 H 2.07809 -3.98267 -2.29853
44 H 1.12081 -2.52329 -2.61768
45 H 1.88596 -4.97364 0.10460
46 H 0.18889 -5.34859 -0.22750
47 H 1.30408 -4.03118 2.20451
48 H -0.37654 -4.52035 1.92243
49 H -0.08282 -1.89895 1.83466

The spin multiplicity is 1. The HOMO-LUMO gap (alpha / beta) is 7.0 / 7.4 eV. Its total energy is -3764.36455 a.u. The total charge is +1. As for the HOMO energy (alpha / beta): -11.8 / -11.8 eV. The value obtained for the energy relative to the best compared isomer or geometry (same formula, charge and spin) is 108.9 kJ/mol. The calculation puts the LUMO energy (alpha / beta) at -4.8 / -4.4 eV.

=====

No. 4
An isolated ion of composition Cl2O4P and charge -1 in a non-equilibrium geometry, computed with wB97M-V/def2-TZVPD.

Cartesian coordinates (Å):
1 O 0.66630 1.56893 0.75688
2 O -0.40049 1.01515 -1.60465
3 O 0.83602 -1.14888 -0.08431
4 O -1.45544 0.16960 0.64569
5 P -0.08122 0.71802 -0.19789
6 Cl 2.54088 -0.96762 0.09995
7 Cl -2.10605 -1.35520 0.38434

The spin multiplicity is 1. The HOMO-LUMO gap is 9.0 eV. Its total energy is -1562.75370 a.u. The total charge is -1. The structure (SMILES) is O=P([O-])(OCl)OCl. As for the HOMO energy: -5.7 eV. The value obtained for the energy relative to the best compared isomer or geometry (same formula, charge and spin) is 33.6 kJ/mol. The calculation puts the LUMO energy at 3.3 eV.

=====

No. 5
C25H25N2O6Re as an isolated structure in a non-equilibrium geometry, computed with wB97M-V/def2-TZVPD.

Cartesian coordinates (Å):
1 Re -0.21697 -0.91387 -0.14695
2 O -2.03214 -1.64216 -0.05665
3 C -2.93059 -1.56030 0.92356
4 C -4.22654 -2.01634 0.66439
5 C -5.20548 -1.92606 1.62618
6 C -4.92315 -1.38932 2.88942
7 C -3.64787 -0.97518 3.16797
8 C -2.62343 -1.05121 2.19980
9 C -1.31842 -0.64597 2.59067
10 N -0.24952 -0.61950 1.84543
11 N 0.91342 -0.23576 2.49507
12 C 1.89085 -0.23307 1.64642
13 O 1.70922 -0.60576 0.40317
14 C 3.23913 0.18094 2.06427
15 C 3.40136 1.00770 3.17419
16 C 4.67181 1.40217 3.55589
17 C 5.78046 0.96780 2.84044
18 C 5.61882 0.14657 1.73377
19 C 4.34886 -0.23994 1.33797
20 H -4.43578 -2.42787 -0.31424
21 H -6.20385 -2.27890 1.40435
22 H -5.70098 -1.31362 3.63545
23 H -3.40068 -0.58092 4.14593
24 H -1.16146 -0.33366 3.61816
25 H 2.52889 1.33467 3.72240
26 H 4.79676 2.05563 4.40867
27 H 6.77291 1.27224 3.14513
28 H 6.48294 -0.18678 1.17495
29 H 4.21349 -0.86683 0.46668
30 C 2.01708 -2.98076 -0.96735
31 O 0.61742 -2.94068 -0.59241
32 C -0.25249 -3.56544 -1.54897
33 C -0.33217 -2.72974 -2.80184
34 O -0.50843 -1.37356 -2.38853
35 C -1.20059 -0.57292 -3.35703
36 H 2.22794 -3.95641 -1.40346
37 H 2.59270 -2.84793 -0.05954
38 H 2.25234 -2.18201 -1.66929
39 H -1.22555 -3.61576 -1.06634
40 H 0.10133 -4.57403 -1.76592
41 H -1.18558 -3.06098 -3.39763
42 H 0.56898 -2.79889 -3.41651
43 H -2.21399 -0.95378 -3.48966
44 H -0.65817 -0.59337 -4.30216
45 H -1.23619 0.44682 -2.99532
46 O 0.72814 0.88546 -1.51445
47 C -0.22573 1.55408 -1.07431
48 O -1.01175 0.97278 -0.22590
49 C -0.52214 2.93181 -1.50640
50 C 0.52640 3.74895 -1.92062
51 C 0.25632 5.03252 -2.36217
52 C -1.05541 5.48841 -2.40858
53 C -2.09987 4.66811 -2.00390
54 C -1.83590 3.38935 -1.54141
55 H 1.53897 3.36900 -1.88791
56 H 1.06650 5.67719 -2.67460
57 H -1.26388 6.48835 -2.76520
58 H -3.11964 5.02634 -2.04290
59 H -2.63872 2.74238 -1.21217

The spin multiplicity is 2. The HOMO-LUMO gap (alpha / beta) is 7.1 / 6.6 eV. Its total energy is -1606.68358 a.u. The total charge is +1. As for the HOMO energy (alpha / beta): -10.9 / -11.1 eV. The value obtained for the energy relative to the best compared isomer or geometry (same formula, charge and spin) is 0.0 kJ/mol. The calculation puts the LUMO energy (alpha / beta) at -3.9 / -4.5 eV.

=====

No. 6
C5H7NO as an isolated structure in a non-equilibrium geometry, computed with wB97M-V/def2-TZVPD.

Cartesian coordinates (Å):
1 O -1.56509 1.50208 1.70973
2 C -1.14029 1.37738 0.58595
3 C -0.17008 0.31717 0.16440
4 C 1.17245 0.34498 -0.56713
5 N 0.87045 -1.17788 -0.47692
6 C -0.51649 -0.75765 -0.90099
7 C 0.42916 -0.84115 0.94952
8 H -1.55092 1.99178 -0.24627
9 H 1.16511 0.87197 -1.52611
10 H 2.15427 0.45189 -0.08607
11 H -0.53990 -0.45927 -1.95555
12 H -1.30816 -1.48018 -0.67419
13 H -0.25569 -1.55947 1.40624
14 H 1.25520 -0.58164 1.61738

The spin multiplicity is 1. The HOMO-LUMO gap is 9.9 eV. Its total energy is -324.58634 a.u. As for the HOMO energy: -9.2 eV. The value obtained for the energy relative to the best compared isomer or geometry (same formula, charge and spin) is 362.7 kJ/mol. The calculation puts the LUMO energy at 0.7 eV.

=====

What is the total energy in the first record? -699.84817 a.u.

=====

What is the energy relative to the best compared isomer or geometry (same formula, charge and spin) in the fifth record? 0.0 kJ/mol